No. 1
ORCA calculation (the ωB97M-V functional and the def2-TZVPD basis) on 2 unconnected molecules or ions with the total composition C2H6N2O3.

Geometry as XYZ:
```
13
Properties=species:S:1:pos:R:3:forces:R:3
C 0.612 1.274 0.021 -2.850 -1.471 -0.599
C 0.271 1.503 1.432 2.070 2.559 4.786
N -1.225 1.366 1.793 2.237 0.386 0.010
N -0.184 -4.292 -2.690 -0.312 -0.510 -1.975
O -0.435 -4.479 -3.960 0.577 0.104 2.411
O 0.398 -5.215 -2.093 -0.279 0.272 -0.523
O 0.841 2.941 1.800 -2.167 -4.178 -1.110
H 0.128 0.387 -0.417 0.420 -0.582 0.379
H 1.620 1.264 -0.143 2.693 -0.076 -0.361
H 0.167 1.996 -0.614 -0.307 1.544 -0.396
H 0.728 0.760 2.177 0.078 0.687 -1.233
H -1.560 0.413 1.583 0.153 0.853 -0.693
H -1.363 2.082 1.111 -2.314 0.413 -0.697
```
Forces are in eV/Å.

Summary:
- LUMO level (eV) = 6.77
- net charge = -2
- HOMO-LUMO gap (eV) = 7.23
- HOMO level (eV) = -0.5

No. 2
ORCA calculation (the ωB97M-V functional and the def2-TZVPD basis) on a gas-phase ion, C2H6N2O3P (charge -1).

Geometry as XYZ:
```
14
Properties=species:S:1:pos:R:3:forces:R:3
H 1.287 1.882 0.320 -0.119 -0.276 0.013
N 0.479 1.382 -0.039 0.196 0.802 0.256
C 0.657 0.110 -0.146 1.007 -0.342 -0.113
C 1.987 -0.570 0.183 -0.211 0.216 -0.058
N -0.305 -0.657 -0.641 -2.610 0.040 0.532
P -2.254 -0.106 0.053 1.216 -0.582 -0.427
O -2.099 -0.221 1.518 0.217 0.020 0.074
O -3.214 -0.916 -0.710 -0.040 -0.180 -0.375
O -2.134 1.386 -0.482 -0.376 -0.533 0.031
H 2.505 -0.828 -0.743 -0.019 -0.018 0.015
H 1.810 -1.486 0.746 0.005 -0.023 0.016
H 2.627 0.087 0.770 0.020 0.017 -0.001
H -0.154 -1.654 -0.583 0.084 0.059 0.117
H -1.193 1.590 -0.247 0.629 0.800 -0.081
```
Forces are in eV/Å.

Summary:
- LUMO level (eV) = 3.70
- net charge = -1
- SMILES string = [H]/N=C(\C)N[P@](=O)([O-])O
- HOMO-LUMO gap (eV) = 8.59
- HOMO level (eV) = -4.9

No. 3
ORCA calculation (the ωB97M-V functional and the def2-TZVPD basis) on 2 unconnected molecules or ions with the total composition C2H6N2O4.

Geometry as XYZ:
```
14
Properties=species:S:1:pos:R:3:forces:R:3
O 0.076 -2.950 0.868 -2.014 -3.074 -0.097
N 0.556 -1.900 0.703 3.369 -0.041 1.430
O 1.941 -1.882 0.974 -0.599 1.385 -0.667
N 0.090 -0.809 0.451 -0.754 2.155 -0.904
C -1.282 -0.716 0.078 -2.017 0.398 3.720
O -1.550 0.652 -0.076 0.041 -0.393 -0.464
H 2.190 -0.958 0.655 0.240 -1.015 0.378
H -1.536 -1.247 -0.756 -0.350 -1.279 -2.610
H -2.033 -1.108 0.892 1.614 0.243 -0.971
H -1.157 0.956 0.737 -0.030 1.123 0.407
C 1.430 0.771 -0.827 -0.225 3.514 2.836
O 2.498 0.343 -0.467 0.071 -0.626 -1.087
H 0.913 0.704 -1.787 0.178 -0.707 -0.270
H 0.956 1.607 -0.090 0.476 -1.682 -1.701
```
Forces are in eV/Å.

Summary:
- LUMO level (eV) = 0.29
- SMILES string = [O-]/[N+](O)=N\CO.C=O
- HOMO-LUMO gap (eV) = 10.69
- HOMO level (eV) = -10.4

No. 4
ORCA calculation (the ωB97M-V functional and the def2-TZVPD basis) on 2 unconnected molecules or ions with the total composition C2H6N2O4.

Geometry as XYZ:
```
14
Properties=species:S:1:pos:R:3:forces:R:3
C 0.392 0.829 -1.069 -1.032 1.834 -1.726
C -0.372 -1.162 -0.076 -0.853 -0.518 -1.230
N 0.240 -0.929 1.063 0.734 -0.196 2.165
N -2.700 0.405 0.200 1.508 -1.616 -1.513
O -3.216 1.119 0.995 -0.729 2.026 2.312
O -3.563 -0.241 -0.617 -2.459 0.119 -0.808
O -0.980 -2.187 -0.185 -1.320 -1.672 -0.551
O -0.413 -0.321 -1.092 0.848 0.336 -0.689
H 1.460 0.677 -1.124 0.299 -0.557 -0.235
H 0.195 1.393 -0.171 -0.219 0.486 0.246
H 0.035 1.425 -2.002 0.849 -0.826 1.793
H 0.845 -0.207 1.382 0.094 0.423 -0.167
H -0.047 -1.692 1.674 0.674 0.623 0.246
H -3.243 -0.958 -1.157 1.606 -0.462 0.156
```
Forces are in eV/Å.

Summary:
- LUMO level (alpha / beta) (eV) = 0.66 / -1.77
- multiplicity = 3
- HOMO-LUMO gap (alpha / beta) (eV) = 8.37 / 8.68
- HOMO level (alpha / beta) (eV) = -7.7 / -10.4

No. 5
ORCA calculation (the ωB97M-V functional and the def2-TZVPD basis) on a gas-phase ion, C2H6N2OP (charge +1).

Geometry as XYZ:
```
12
Properties=species:S:1:pos:R:3:forces:R:3
N 0.932 -0.333 -1.616 0.872 -1.381 -3.193
P 1.304 0.740 -0.624 -0.854 0.064 1.376
C 0.454 0.425 0.952 -0.781 -3.060 -2.859
C -0.921 -0.345 0.802 2.353 -0.089 0.656
N -1.147 -0.589 -0.616 -1.554 -0.653 -0.851
O -1.880 -1.474 -0.899 0.182 0.154 0.147
H 1.095 -0.500 -2.683 -0.495 0.733 2.574
H 1.175 2.081 -0.814 0.349 1.257 -0.789
H 0.400 1.268 1.479 -0.244 3.589 2.029
H 1.109 -0.222 1.427 1.224 -1.240 1.335
H -0.799 -1.276 1.374 -0.394 0.128 -0.419
H -1.723 0.224 1.217 -0.658 0.499 -0.006
```
Forces are in eV/Å.

Summary:
- LUMO level (alpha / beta) (eV) = -7.04 / -7.13
- net charge = +1
- SMILES string = [NH+]#[PH]CCN=O
- HOMO-LUMO gap (alpha / beta) (eV) = 6.70 / 6.21
- HOMO level (alpha / beta) (eV) = -13.7 / -13.3

No. 6
ORCA calculation (the ωB97M-V functional and the def2-TZVPD basis) on a single C2H6N2OS molecule.

Geometry as XYZ:
```
12
Properties=species:S:1:pos:R:3:forces:R:3
C -0.256 0.824 0.852 0.490 -0.166 0.080
C -0.858 -0.249 -0.179 -0.116 0.210 0.641
N 0.073 -1.181 -0.650 1.869 0.499 -0.129
N 1.754 -0.046 -0.242 -1.752 -0.979 -1.808
O -1.415 0.461 -1.241 -0.206 0.372 -0.469
S 1.385 0.283 1.294 -0.565 0.189 1.299
H -0.195 1.762 0.305 -0.110 0.006 -0.016
H -0.859 0.942 1.749 -0.011 0.050 0.038
H -1.695 -0.738 0.342 0.228 -0.033 -0.113
H 0.249 -1.924 0.023 0.114 0.201 0.248
H 2.546 -0.671 -0.336 0.138 -0.278 0.163
H -0.729 0.538 -1.918 -0.078 -0.073 0.065
```
Forces are in eV/Å.

Summary:
- LUMO level (alpha / beta) (eV) = -0.16 / -0.31
- HOMO-LUMO gap (alpha / beta) (eV) = 8.19 / 8.13
- HOMO level (alpha / beta) (eV) = -8.4 / -8.4

The evaluated energy above the lowest of the compared OMol25 structures with the same formula, charge and spin for the records listed, in turn: 41.3, 0.0, 160.8, 0.0, 42.8, 89.1 kcal per mole.
The evaluated strongest force on any atom for the records listed, in turn: 0.11297, 0.05181, 0.08792, 0.06145, 0.08284, 0.05254 Eh/bohr.